Record 1
This record from the OMol25 dataset describes an isolated molecule of C4H10 at a distorted geometry. The level of theory is ωB97M-V with the def2-TZVPD basis set.

Values from the calculation:
Energy above the lowest of the compared OMol25 structures with the same formula, charge and spin ... 239.14 kJ/mol
SMILES ... CCCC
Charge ... 0
Gap between HOMO and LUMO ... 11.31 eV
E_HOMO ... -0.37099 Eh

The geometry in XYZ format:
```
14
Properties=species:S:1:pos:R:3:forces:R:3
C -1.38342 -1.06183 0.53338 -5.423 4.271 -2.421
C -0.04398 -0.84181 0.02079 1.135 -2.298 -5.016
C 0.31745 0.55745 -0.73559 1.486 -4.018 2.165
C 1.23082 1.39548 0.13732 -3.728 2.283 -1.080
H -2.18111 -1.07103 -0.43205 1.831 0.185 2.461
H -1.83136 -0.18762 1.21598 1.199 -1.487 -1.407
H -1.66900 -1.91008 1.04012 0.251 -2.259 1.144
H 0.23183 -1.88949 -0.67694 -1.116 2.967 0.813
H 0.58470 -1.23388 0.69838 3.030 0.138 3.129
H 0.66557 0.35021 -1.72689 0.574 -0.116 -0.442
H -0.61768 0.90913 -0.83061 -3.238 2.072 -0.460
H 1.30331 2.40715 -0.40502 0.482 -1.304 1.333
H 2.08843 0.86570 0.26525 2.884 -0.903 0.350
H 0.70017 1.46419 1.11634 0.633 0.467 -0.571
```
Forces are in eV/Å.

Atomic partial charges in e from the natural (NBO) method, atoms 1 to 2: number 1, C, carries -0.595; number 2, C, carries -0.398

---

Record 2
This record from the OMol25 dataset describes a cluster of 2 separate species, C3H11NOS2 in total at a distorted geometry. The level of theory is ωB97M-V with the def2-TZVPD basis set.

Values from the calculation:
Energy above the lowest of the compared OMol25 structures with the same formula, charge and spin ... 166.34 kJ/mol
Expectation value of S² ... 0.75
Charge ... +1
2S+1 ... 2
Gap between HOMO and LUMO (alpha / beta) ... 8.02 / 4.34 eV
E_HOMO (alpha / beta) ... -0.47616 / -0.47086 Eh

The geometry in XYZ format:
```
18
Properties=species:S:1:pos:R:3:forces:R:3
S -1.36182 -3.16542 1.20844 1.758 -0.086 -0.677
S 0.14263 -1.85361 1.63563 -0.658 -0.521 -0.024
C -0.45550 -0.15997 1.63246 -0.986 -0.006 2.155
C -0.13135 0.48545 0.32992 1.689 1.399 -0.085
N 1.17404 1.07724 0.44015 1.515 1.338 -1.233
C 1.54585 2.01561 -0.70630 -1.123 -3.392 -0.118
H -2.29572 -2.83569 2.05590 -0.894 0.854 0.792
H -0.12723 0.34905 2.57681 0.418 -0.397 -1.072
H -1.51467 -0.04888 1.67163 -1.129 -0.954 0.439
H -0.11900 -0.25519 -0.43900 -0.877 -0.271 -1.012
H -0.86609 1.29449 0.22299 0.091 -0.359 -0.492
H 1.88286 0.37513 0.28272 0.063 -0.562 0.638
H 0.75575 2.67309 -0.83717 -1.573 1.298 -0.499
H 2.38004 2.57183 -0.45318 1.821 0.815 0.527
H 1.70184 1.39376 -1.63457 -0.087 0.914 0.705
H -1.16567 -1.46813 -1.94768 -0.212 -0.391 0.073
H -0.62374 -1.50043 -3.33134 1.712 -3.316 -3.710
O -0.92223 -0.94834 -2.70742 -1.528 3.637 3.593
```
Forces are in eV/Å.

Atomic partial charges in e from the natural (NBO) method, atoms 1 to 2: number 1, S, carries 0.168; number 2, S, carries 0.546